58
Properties=species:S:1:pos:R:3:forces:R:3:mulliken_spin:R:1 method="wB97M-V/def2-TZVPD" molar_mass_g_mol=670.027 s2=3.782 total_charge=-1 de_lowest_kcal_mol=18.06 gap_ev="4.994 / 5.666" fmax_ev_per_a=1.0 e_homo_ha="-0.121 / -0.147" spin_multiplicity=4 total_energy_ha=-2885.86654
V -0.188273 -0.704048 0.055167 -0.4 -0.6 -0.4 2.711
O 3.205139 0.345429 0.055858 0.1 -0.4 0.2 0.015
C 2.181593 -0.190682 -0.318739 0.2 0.8 -0.5 0.012
O 1.735160 -1.369648 -0.056034 -0.4 0.3 0.3 -0.014
C 1.224655 0.715775 -1.320645 0.9 0.0 0.2 0.008
O 1.600471 1.851069 -1.531547 -0.3 0.0 -0.3 0.021
O 0.188192 0.094457 -1.781630 -0.1 0.2 0.6 -0.018
C -8.729969 0.357196 10.695991 0.0 0.0 0.1 0.000
O -9.103285 0.457319 9.337545 0.0 0.0 0.0 0.000
C -8.111774 0.374091 8.409933 0.0 0.0 -0.1 -0.001
C -8.514467 0.458929 7.079156 0.0 0.0 0.0 0.001
C -7.581695 0.385252 6.066211 0.1 0.0 0.0 -0.001
C -6.222662 0.229275 6.351593 -0.2 0.0 0.2 0.001
C -5.835405 0.143328 7.684974 0.0 0.0 -0.1 -0.001
C -6.764402 0.213019 8.710015 0.0 0.0 0.1 0.001
C -5.201574 0.148154 5.313469 0.3 0.1 -0.2 -0.002
N -3.942030 -0.155886 5.520863 -0.1 -0.1 0.2 -0.001
C -3.344830 -0.127441 4.289478 -0.3 0.1 -0.2 -0.012
C -4.261142 0.219642 3.316807 0.2 -0.1 0.3 -0.016
N -5.443743 0.399267 3.988079 -0.1 -0.1 0.1 -0.001
C -3.935609 0.372390 1.939704 0.2 0.0 -0.2 -0.002
C -4.792296 0.811771 0.928448 0.1 0.0 0.0 0.044
C -4.304173 0.956273 -0.353998 0.0 0.0 0.0 0.010
C -2.971661 0.647788 -0.609597 0.0 0.0 -0.1 0.055
N -2.153758 0.216144 0.337291 0.6 -0.3 -0.1 0.159
C -2.598088 0.079563 1.598621 -0.4 0.1 0.1 -0.037
C -1.634720 -0.327766 2.592918 0.0 0.1 0.4 -0.011
N -0.380696 -0.589811 2.158565 -0.1 0.0 -0.3 -0.011
C 0.564385 -0.864049 3.055699 0.1 -0.1 -0.2 0.068
C 0.304351 -0.926797 4.416430 -0.1 0.0 0.1 0.001
C -0.979520 -0.705513 4.881028 0.1 0.0 -0.1 0.079
C -1.975414 -0.394427 3.957445 0.0 0.0 -0.2 -0.020
H -9.650597 0.436473 11.267850 0.0 0.0 0.0 0.000
H -8.054515 1.166888 10.985373 0.0 0.0 0.0 0.000
H -8.253346 -0.602995 10.911248 0.0 0.0 0.0 0.000
H -9.567687 0.575372 6.862295 0.0 0.0 0.0 0.000
H -7.931242 0.435580 5.042122 0.0 0.0 0.0 0.000
H -4.785722 0.017761 7.910602 0.0 0.0 0.0 0.000
H -6.424628 0.141892 9.733225 0.0 0.0 0.0 0.000
H -6.320219 0.677518 3.587184 0.0 0.0 0.0 0.001
H -5.828143 1.044953 1.143281 0.0 0.0 0.0 0.003
H -4.942037 1.299382 -1.155640 0.0 0.0 0.0 0.001
H -2.530621 0.729302 -1.596288 0.0 0.0 0.0 -0.009
H 1.547720 -1.055623 2.641585 0.0 0.0 0.0 0.002
H 1.107949 -1.163254 5.099515 0.0 0.0 0.0 0.000
H -1.222645 -0.764800 5.932737 0.0 0.0 0.0 0.006
Te -1.639142 -3.004306 -0.348513 0.0 -0.1 0.1 -0.061
C -0.233605 -4.588219 -0.261080 -0.1 0.0 0.0 -0.010
C 0.980711 -4.473630 0.411889 0.0 0.0 0.0 0.016
C 1.860587 -5.545364 0.471436 0.0 0.0 0.0 0.001
C 1.545174 -6.754546 -0.132269 0.0 0.0 0.0 0.001
C 0.338325 -6.878010 -0.806386 0.0 0.0 0.0 0.000
C -0.538495 -5.805068 -0.871314 0.0 0.0 0.0 0.000
H 1.256339 -3.531840 0.864548 0.0 0.0 0.0 0.013
H 2.804787 -5.425940 0.989684 0.0 0.0 0.0 0.000
H 2.235138 -7.588439 -0.084017 0.0 0.0 0.0 0.000
H 0.077007 -7.812518 -1.290003 0.0 0.0 0.0 0.000
H -1.474053 -5.912731 -1.407363 0.0 0.0 0.0 0.001